The following is a DFT calculation (ωB97M-V/def2-TZVPD) of a molecular structure, C32H49Cl5IN3O9P2Ti at a distorted geometry.

The geometry in XYZ format:
```
102
Properties=species:S:1:pos:R:3:forces:R:3:lowdin_spin:R:1
Ti 0.0663 -0.3176 -0.4787 -0.1 -0.2 -0.9 0.9330
C -2.0072 -1.0003 -3.0702 -0.1 -0.1 -0.1 0.0001
C -1.1587 0.2346 -3.4382 0.0 0.1 -0.1 0.0006
N 0.1735 0.1592 -2.8376 0.1 0.1 0.3 -0.0033
C 1.0981 -0.7157 -3.5812 0.0 0.0 -0.1 0.0003
C 2.0388 -1.4714 -2.6533 0.0 0.0 -0.1 -0.0003
N 1.3236 -2.0247 -1.4994 0.2 0.2 0.5 0.0077
C 0.5629 -3.2675 -1.6945 0.0 0.0 0.0 0.0008
C -0.7621 -3.0406 -2.4133 0.0 0.0 -0.1 0.0009
N -1.4099 -1.7950 -1.9967 0.2 0.2 0.6 0.0052
H -2.1672 -1.6259 -3.9522 0.0 0.0 0.0 0.0000
H -2.9933 -0.6608 -2.7535 0.0 0.0 0.0 0.0000
H -1.6309 1.1371 -3.0605 0.0 0.0 0.0 0.0000
H -1.0931 0.3303 -4.5281 0.0 0.0 0.0 -0.0002
H 0.5576 1.0969 -2.8126 0.0 0.0 0.0 0.0001
H 1.6926 -0.1384 -4.2947 0.0 0.0 0.0 -0.0001
H 0.5104 -1.4116 -4.1787 0.0 0.0 0.0 0.0000
H 2.7936 -0.7872 -2.2629 0.0 0.0 0.0 0.0000
H 2.5577 -2.2537 -3.2198 0.0 0.0 0.0 -0.0001
H 2.0087 -2.2342 -0.7788 0.0 0.1 0.0 0.0009
H 0.3642 -3.6559 -0.6974 0.0 0.0 0.0 0.0000
H 1.1567 -4.0116 -2.2369 0.0 0.0 0.0 0.0001
H -1.4037 -3.9101 -2.2459 0.0 0.0 0.0 0.0001
H -0.5980 -2.9943 -3.4899 0.0 0.0 0.0 0.0000
H -2.0762 -1.9582 -1.2523 0.0 -0.1 -0.1 0.0001
Cl 0.9502 -3.1569 6.2715 0.0 0.0 0.0 0.0002
C 0.5944 -2.7954 4.6303 0.0 0.0 0.0 0.0006
C 1.5676 -2.2475 3.7997 -0.1 0.0 0.0 0.0002
Cl 3.1368 -1.9320 4.4233 0.0 0.0 0.0 0.0003
C 1.2710 -1.9471 2.4728 -0.1 0.0 0.1 0.0012
Cl 2.4953 -1.2483 1.4686 0.0 0.0 0.0 0.0095
C -0.0086 -2.1588 1.9382 -0.2 0.0 0.1 0.0012
O -0.3557 -1.8507 0.7147 0.2 0.3 -0.4 0.0073
C -0.9694 -2.7312 2.7958 0.2 0.1 0.0 0.0002
Cl -2.5419 -2.9982 2.1528 -0.1 0.0 0.0 0.0002
C -0.6791 -3.0446 4.1143 0.1 0.0 0.0 -0.0001
Cl -1.8941 -3.7153 5.1258 0.0 0.0 0.0 -0.0001
C -2.3419 5.2631 -1.4136 0.0 0.0 0.0 0.0000
C -3.2979 4.1013 -1.5751 0.0 0.0 0.0 0.0000
C -4.0430 4.1161 -2.8906 0.0 0.0 0.0 0.0000
O -2.5253 2.8563 -1.5641 0.3 0.1 0.0 0.0000
P -2.2616 2.0191 -0.2726 -1.4 -0.4 0.7 0.0028
O -1.7451 0.6540 -0.6062 0.3 0.0 -0.1 0.0133
C -1.5830 2.8095 1.2023 0.2 0.0 -0.1 0.0010
P -0.8703 1.5108 2.2574 0.0 0.2 0.2 0.0013
O 0.1065 0.7407 1.4491 0.1 -0.2 -0.3 0.0080
O -1.9952 0.5996 2.8090 0.1 0.0 -0.1 0.0001
C -2.9188 0.7189 3.9401 0.0 0.0 0.1 0.0001
C -2.1893 0.3482 5.2117 0.0 0.0 0.0 0.0000
C -3.5623 2.0877 3.9726 0.0 0.0 0.0 0.0000
O -0.2208 2.2365 3.4872 -0.2 0.0 -0.1 -0.0002
C 1.0702 2.9357 3.3239 0.0 0.0 0.0 0.0000
C 2.1313 2.0870 3.9832 0.0 0.0 0.0 0.0001
C 0.9088 4.3141 3.9184 0.0 0.0 0.0 0.0000
O -3.7240 1.8223 0.3570 0.1 0.2 0.0 0.0006
C -4.6818 0.9452 -0.2945 -0.1 -0.1 0.0 0.0000
C -6.0372 1.6119 -0.1996 0.0 0.0 0.0 0.0000
C -4.6428 -0.4132 0.3807 0.0 0.0 0.0 0.0000
H -2.8898 6.2033 -1.4744 0.0 0.0 0.0 0.0000
H -1.5905 5.2434 -2.2027 0.0 0.0 0.0 0.0000
H -1.8342 5.2296 -0.4493 0.0 0.0 0.0 0.0000
H -4.0016 4.0540 -0.7406 0.0 0.0 0.0 0.0000
H -3.3382 4.0636 -3.7207 0.0 0.0 0.0 0.0000
H -4.6152 5.0387 -2.9823 0.0 0.0 0.0 0.0000
H -4.7322 3.2747 -2.9601 0.0 0.0 0.0 0.0000
H -2.3970 3.3377 1.6962 0.0 0.0 0.1 0.0002
H -0.7675 3.4932 0.9705 -0.1 0.0 -0.1 0.0000
H -3.6660 -0.0376 3.6995 0.0 0.0 0.0 0.0000
H -1.4190 1.0823 5.4449 0.0 0.0 0.0 0.0000
H -1.7331 -0.6363 5.1159 0.0 0.0 0.0 0.0000
H -2.8964 0.3138 6.0411 0.0 0.0 0.0 0.0000
H -2.8339 2.8612 4.2246 0.0 0.0 0.0 0.0000
H -4.3368 2.1008 4.7396 0.0 0.0 0.0 0.0000
H -4.0321 2.3148 3.0152 0.0 0.0 0.0 0.0000
H 1.2702 3.0049 2.2517 0.0 0.1 0.0 0.0000
H 1.8802 1.9049 5.0286 0.0 0.0 0.0 0.0000
H 3.0906 2.6044 3.9430 0.0 0.0 0.0 0.0000
H 2.2321 1.1309 3.4689 0.0 0.0 0.0 0.0000
H 0.6926 4.2538 4.9851 0.0 0.0 0.0 0.0000
H 0.1036 4.8613 3.4270 0.0 0.0 0.0 0.0000
H 1.8337 4.8764 3.7842 0.0 0.0 0.0 0.0000
H -4.3966 0.8503 -1.3478 0.0 0.0 0.0 0.0000
H -6.2978 1.7849 0.8452 0.0 0.0 0.0 0.0000
H -6.8017 0.9714 -0.6394 0.0 0.0 0.0 0.0000
H -6.0482 2.5670 -0.7255 0.0 0.0 0.0 0.0000
H -5.1312 -0.3687 1.3555 0.0 0.0 0.0 0.0000
H -3.6150 -0.7434 0.5254 0.0 0.0 0.0 0.0000
H -5.1715 -1.1517 -0.2241 0.0 0.0 0.0 0.0000
I 5.2310 6.5181 1.8095 0.0 0.0 0.0 0.0001
C 3.9349 5.1436 0.9247 0.0 0.0 0.0 0.0002
C 4.2942 3.8021 0.8621 0.1 0.1 0.1 0.0000
C 3.4222 2.8853 0.3015 -0.1 0.0 0.0 0.0002
C 2.1917 3.3061 -0.1991 0.1 0.2 0.1 -0.0002
C 1.8509 4.6563 -0.1491 0.0 -0.1 0.0 0.0002
C 2.7189 5.5761 0.4122 0.0 0.1 0.0 0.0000
C 1.1891 2.3208 -0.6799 0.2 -0.4 -0.2 0.0014
O 0.0504 2.6974 -1.0101 0.4 0.1 0.0 0.0031
O 1.5615 1.0891 -0.6968 -0.2 -0.1 0.1 0.0010
H 5.2458 3.4762 1.2591 0.0 0.0 0.0 0.0000
H 3.6760 1.8349 0.2727 0.0 0.0 0.0 0.0000
H 0.8996 4.9769 -0.5531 0.0 0.0 0.0 0.0000
H 2.4529 6.6235 0.4550 0.0 0.0 0.0 0.0000
```
Forces are in eV/Å.

Values from the calculation:
gap between HOMO and LUMO (spin up / spin down): 0.299 / 0.309 Ha
net charge: +1
energy above the lowest of the compared OMol25 structures with the same formula, charge and spin: 17.8 kJ/mol
electronic energy: -6221.27773 Eh
LUMO energy (spin up / spin down): -1.99 / -1.97 eV
<S²>: 0.752
maximum force: 1.6 eV/A
2S+1: 2

---

The following is a DFT calculation (ωB97M-V/def2-TZVPD) of a molecular structure, C32H50AlBN7OS at a distorted geometry.

The geometry in XYZ format:
```
93
Properties=species:S:1:pos:R:3:forces:R:3:mulliken_charge:R:1
Al -0.5718 1.1973 0.1936 -0.2 0.2 -0.2 -2.6961
C -1.1277 1.1122 -5.0784 -0.1 0.0 -0.1 -1.7706
C -1.0758 1.4643 -3.5904 0.0 -0.1 -0.1 1.0895
C -0.0114 2.5349 -3.3435 0.1 -0.1 -0.2 -0.9714
C -0.8289 0.2177 -2.7781 -0.2 -0.1 0.0 -0.3822
C -0.9749 -1.1183 -3.1787 0.0 0.1 -0.3 -0.5807
C -0.5888 -1.9045 -2.1146 0.0 0.2 0.3 -0.3097
C -0.7136 -3.4031 -2.0361 0.1 0.0 0.1 -0.0824
C 0.6072 -4.1752 -2.1399 0.0 0.0 0.0 -1.3111
C -1.5306 -3.7931 -0.8022 0.0 0.0 0.0 -1.1511
N -0.2199 -1.0773 -1.1037 0.3 0.3 -0.1 1.4556
N -0.4048 0.2360 -1.5207 0.3 -0.7 0.4 1.1506
B 0.8049 -1.2859 0.1084 -0.2 0.2 0.0 0.3062
N 0.0622 -1.1478 1.4987 0.2 0.2 0.1 0.8473
N -0.3410 0.1467 1.8323 0.2 -0.8 -0.5 0.7836
C -0.6503 0.1590 3.1256 -0.2 0.0 0.1 0.3099
C -0.4656 -1.1165 3.6415 0.0 0.0 0.3 -1.1136
C -0.0206 -1.9262 2.6124 -0.1 0.2 -0.2 -0.0058
C 0.1440 -3.4216 2.8321 0.0 0.0 -0.1 0.1528
C 1.0890 -4.2165 1.9412 0.0 0.0 0.0 -1.6159
C -1.2472 -4.0820 2.8925 0.0 0.0 0.0 -1.4155
C -1.1751 1.3492 3.8824 -0.1 0.0 -0.2 -0.0518
C -0.3819 2.6283 3.6270 0.1 -0.1 0.1 -1.0554
C -2.6730 1.5496 3.6006 0.1 0.0 0.0 -1.2783
N 1.8461 -0.0993 -0.0049 -0.1 0.1 -0.1 0.7809
N 1.4153 1.2192 0.1369 0.1 -0.5 0.2 1.1396
C 2.4624 2.0133 -0.0863 0.0 0.1 -0.2 -0.5375
C 3.5692 1.2299 -0.4027 0.2 0.0 0.0 -0.7216
C 3.1498 -0.0884 -0.3728 -0.2 0.1 0.1 -0.0596
C 4.0200 -1.2457 -0.7917 -0.1 -0.1 0.1 0.0228
C 4.1538 -2.3841 0.2211 0.0 0.0 0.0 -1.3233
C 3.6124 -1.7530 -2.1804 0.0 0.0 0.0 -1.3529
C 2.3928 3.5188 -0.0511 -0.1 0.0 0.1 1.5350
C 1.8064 4.0507 1.2617 0.1 0.0 0.0 -1.0930
C 3.7714 4.1237 -0.3009 0.0 0.1 0.0 -1.9321
H -1.2713 2.0172 -5.6705 0.0 0.0 0.0 0.4472
H -1.9489 0.4272 -5.3118 0.1 0.1 0.0 0.3723
H -0.1893 0.6443 -5.3930 -0.1 0.1 0.0 0.4026
H -2.0548 1.8648 -3.3091 0.0 0.1 0.1 0.0637
H 0.9746 2.1674 -3.6542 -0.1 0.1 0.0 0.3681
H 0.0455 2.8229 -2.2998 0.0 0.0 0.1 -0.0482
H -0.2433 3.4325 -3.9208 0.0 -0.1 0.0 0.4339
H -1.3144 -1.4798 -4.1399 0.1 0.1 0.2 0.5234
H -1.2983 -3.6669 -2.9178 0.0 0.0 -0.1 0.5284
H 1.2808 -3.9595 -1.3090 0.0 0.0 0.0 0.1638
H 1.1271 -3.9378 -3.0708 0.0 0.0 0.1 0.3833
H 0.4020 -5.2492 -2.1331 0.0 0.1 0.0 0.4505
H -1.0740 -3.3911 0.1015 0.0 0.0 0.0 -0.1794
H -1.5931 -4.8810 -0.7045 0.0 0.1 0.0 0.3669
H -2.5463 -3.3924 -0.8657 0.1 0.0 0.0 0.5142
H 1.3371 -2.3387 0.0104 -0.1 0.1 0.0 -0.9139
H -0.6235 -1.4231 4.6668 0.0 0.0 -0.1 0.5801
H 0.5550 -3.4792 3.8394 0.0 0.0 0.1 0.6877
H 0.7459 -4.2690 0.9093 0.0 0.0 0.0 0.2105
H 1.1427 -5.2396 2.3205 0.0 0.1 0.0 0.5436
H 2.0959 -3.8064 1.9609 0.1 0.1 -0.1 0.2277
H -1.7674 -3.9945 1.9390 0.0 0.0 0.0 0.2147
H -1.8715 -3.6197 3.6586 0.0 0.0 0.0 0.4000
H -1.1448 -5.1454 3.1270 0.0 0.1 0.0 0.4436
H -1.0584 1.0860 4.9324 -0.1 0.0 0.1 0.5350
H -0.4246 2.9094 2.5780 -0.1 0.0 0.1 -0.0001
H 0.6682 2.5106 3.9104 -0.1 0.0 -0.1 0.3817
H -0.8028 3.4581 4.1990 0.0 -0.1 0.0 0.4748
H -2.8295 1.8051 2.5478 0.0 0.0 0.1 0.0756
H -3.0703 2.3665 4.2091 0.1 -0.1 0.0 0.4502
H -3.2443 0.6445 3.8210 0.0 0.1 0.0 0.3766
H 4.5684 1.5693 -0.6400 -0.2 -0.1 0.1 0.5694
H 5.0050 -0.7937 -0.8921 0.1 0.1 0.0 0.5145
H 3.3069 -3.0607 0.1562 -0.1 -0.1 0.1 -0.0355
H 4.2278 -2.0113 1.2474 0.0 0.0 -0.1 0.3266
H 5.0544 -2.9634 0.0045 -0.1 0.0 0.0 0.5397
H 2.5936 -2.1434 -2.1669 0.0 0.0 0.0 0.1130
H 4.2814 -2.5559 -2.5022 -0.1 0.1 0.0 0.4350
H 3.6586 -0.9502 -2.9216 0.0 -0.1 0.1 0.3763
H 1.7415 3.8308 -0.8751 -0.1 0.0 0.0 -0.0454
H 2.3745 3.6752 2.1182 0.0 0.0 -0.1 0.3429
H 0.7651 3.7667 1.3972 0.1 0.0 0.0 -0.0740
H 1.8489 5.1419 1.2752 0.0 -0.1 0.0 0.4764
H 4.4805 3.8110 0.4709 0.0 0.0 0.0 0.3822
H 3.7032 5.2124 -0.2743 0.0 -0.1 0.0 0.4539
H 4.1725 3.8389 -1.2755 0.0 0.0 0.1 0.4074
O -2.3677 0.6417 0.2370 -0.2 0.1 0.1 -0.0758
N -3.3571 1.5103 0.0732 0.0 0.1 -0.1 0.0613
C -4.6139 1.0173 0.0391 0.0 0.1 0.0 -0.2842
C -5.6789 1.8630 -0.1030 -0.1 0.0 0.0 -0.8469
C -5.4428 3.2339 -0.2099 -0.1 0.1 0.0 -0.3241
C -4.1532 3.7116 -0.1707 0.0 0.1 0.0 -0.9384
C -3.0778 2.8334 -0.0264 -0.1 -0.2 0.0 1.0649
S -1.4260 3.3350 0.0431 0.3 -0.1 0.0 -0.5723
H -4.6824 -0.0561 0.1336 0.1 0.0 0.0 0.5317
H -6.6807 1.4544 -0.1306 0.1 0.0 0.0 0.4389
H -6.2730 3.9231 -0.3196 0.1 -0.1 0.0 0.4279
H -3.9365 4.7696 -0.2499 0.0 -0.1 0.0 0.4942
```
Forces are in eV/Å.

Values from the calculation:
gap between HOMO and LUMO: 0.327 Ha
net charge: +1
electronic energy: -2373.43232 Eh
LUMO energy: -2.51 eV
maximum force: 1.0 eV/A